The following is a quantum chemistry calculation of a structure of composition C49H51Cl2N4O7PSSiW in a non-equilibrium geometry, from the Open Molecules 2025 dataset.

Positions of all 117 atoms, in Å:
W -0.081 0.472 -0.441
Cl -0.765 -6.076 3.680
C -0.757 -4.606 2.783
C 0.807 -2.627 2.583
C 0.132 -1.709 1.602
N 0.434 -0.370 1.452
C 1.384 0.289 2.185
O 2.194 -0.167 2.987
C 1.280 1.735 1.938
C 2.053 2.612 2.687
C 1.881 3.968 2.540
C 0.923 4.397 1.626
C 0.232 3.468 0.887
N 0.385 2.137 1.005
C -0.901 -2.152 0.761
C -1.402 -3.444 0.662
C -1.227 -4.574 1.510
Cl -1.829 -6.051 0.802
N -1.370 -1.106 -0.076
C -2.644 -1.127 -0.540
O -3.435 -2.060 -0.595
C -3.038 0.238 -0.911
C -4.327 0.490 -1.351
C -4.744 1.784 -1.558
C -3.819 2.785 -1.276
C -2.553 2.460 -0.863
N -2.097 1.194 -0.685
H 1.392 -2.002 3.250
H 2.767 2.181 3.375
H 2.460 4.680 3.111
H 0.719 5.447 1.477
H -0.470 3.818 0.150
H -2.049 -3.630 -0.176
H -4.964 -0.372 -1.491
H -5.740 2.017 -1.907
H -4.079 3.829 -1.384
H -1.854 3.250 -0.676
C -0.922 -2.608 -2.755
C -0.325 -1.541 -3.657
C 1.070 -1.988 -4.095
C -1.228 -1.379 -4.876
O -0.252 -0.244 -2.923
Si 0.496 1.119 -3.540
S 0.248 2.483 -1.970
O 2.055 0.764 -3.793
C 3.175 1.514 -4.300
C 4.314 1.257 -3.322
C 3.487 0.961 -5.686
C 2.887 3.009 -4.389
O -0.102 1.593 -4.976
C -1.218 2.380 -5.422
C -2.444 2.134 -4.552
C -1.493 1.963 -6.863
C -0.825 3.855 -5.362
H -0.947 -3.550 -3.303
H -1.943 -2.363 -2.474
H -0.316 -2.757 -1.865
H 1.016 -3.013 -4.464
H 1.760 -1.954 -3.253
H 1.457 -1.353 -4.890
H -1.269 -2.328 -5.413
H -0.842 -0.616 -5.547
H -2.240 -1.117 -4.564
H 4.492 0.184 -3.229
H 4.035 1.647 -2.342
H 5.230 1.746 -3.657
H 3.764 -0.092 -5.626
H 4.310 1.518 -6.137
H 2.605 1.056 -6.321
H 2.589 3.399 -3.416
H 2.079 3.195 -5.097
H 3.778 3.540 -4.723
H -2.647 1.067 -4.466
H -3.316 2.621 -4.993
H -2.276 2.539 -3.557
H -1.896 0.950 -6.900
H -0.570 1.993 -7.444
H -2.216 2.645 -7.312
H -0.491 4.102 -4.353
H -1.682 4.480 -5.617
H -0.018 4.065 -6.065
O 2.077 0.681 -0.488
C 2.185 -0.580 -0.569
O 1.112 -1.175 -0.914
C 3.427 -1.312 -0.259
C 4.581 -0.531 -0.169
C 5.802 -1.108 0.106
C 5.880 -2.479 0.301
C 4.740 -3.260 0.242
C 3.488 -2.709 -0.026
P 1.949 -3.747 0.139
C 1.800 -3.620 1.969
C 2.596 -4.364 2.804
C 2.555 -4.440 4.201
C 1.556 -4.005 5.108
C 0.306 -3.557 4.843
C -0.264 -3.348 3.470
C 2.620 -5.430 -0.144
C 2.275 -6.533 0.636
C 2.575 -7.820 0.211
C 3.212 -8.026 -1.003
C 3.546 -6.938 -1.798
C 3.242 -5.655 -1.376
H 4.495 0.535 -0.333
H 6.691 -0.494 0.166
H 6.837 -2.941 0.513
H 4.822 -4.328 0.400
H 3.376 -4.957 2.339
H 3.397 -4.948 4.659
H 1.809 -4.119 6.157
H -0.337 -3.315 5.680
H -1.130 -2.683 3.555
H 1.756 -6.390 1.575
H 2.295 -8.665 0.826
H 3.421 -9.032 -1.346
H 4.029 -7.090 -2.755
H 3.475 -4.804 -2.009

spin multiplicity: 3
E: -4660.255115 a.u.
<S²>: 2.342
HOMO energy (alpha / beta): -6.10 / -6.67 eV
energy relative to the best compared isomer or geometry (same formula, charge and spin): 333.3 kJ/mol

Here are the Löwdin charges for atoms 1 to 5, given in e:
1. W 1.630
2. Cl 0.713
3. C -0.638
4. C -0.183
5. C -0.171

The following is a quantum chemistry calculation of a structure of composition C49H54AuN5O2PTe in a non-equilibrium geometry, from the Open Molecules 2025 dataset.

Positions of all 113 atoms, in Å:
Au 0.006 -0.299 -0.382
N -1.857 -1.682 -2.570
C -2.615 -2.506 -1.732
C -3.181 -3.665 -2.273
C -3.973 -4.501 -1.514
C -4.213 -4.212 -0.176
C -3.612 -3.103 0.386
C -2.803 -2.237 -0.361
P -2.019 -0.830 0.521
C -3.362 0.392 0.618
C -3.208 1.594 -0.071
C -4.227 2.538 -0.081
C -5.401 2.291 0.616
C -5.563 1.094 1.302
C -4.556 0.141 1.295
C -1.752 -1.544 2.180
C -2.273 -1.032 3.365
C -1.900 -1.581 4.587
C -0.997 -2.630 4.633
C -0.474 -3.148 3.453
C -0.846 -2.605 2.235
H -2.051 -0.695 -2.511
H -1.837 -1.995 -3.526
H -3.003 -3.896 -3.318
H -4.415 -5.380 -1.968
H -4.841 -4.857 0.425
H -3.744 -2.918 1.445
H -2.280 1.790 -0.598
H -4.104 3.464 -0.627
H -6.191 3.031 0.621
H -6.483 0.898 1.840
H -4.708 -0.799 1.810
H -2.988 -0.220 3.346
H -2.317 -1.179 5.503
H -0.705 -3.052 5.587
H 0.231 -3.969 3.485
H -0.429 -3.003 1.316
C 2.573 0.967 -5.112
C 1.875 1.832 -4.085
N 1.486 0.999 -2.955
C 2.214 -0.065 -2.501
N 1.860 -0.614 -1.366
C 2.666 -1.719 -0.836
C 3.185 -2.585 -1.968
C 3.997 -1.704 -2.892
N 3.223 -0.523 -3.279
C 3.714 0.245 -4.422
H 2.957 1.583 -5.924
H 1.875 0.239 -5.530
H 0.979 2.289 -4.500
H 2.546 2.635 -3.772
H 0.905 1.417 -2.245
H 2.049 -2.302 -0.154
H 3.503 -1.320 -0.250
H 2.335 -3.008 -2.509
H 3.802 -3.400 -1.592
H 4.267 -2.238 -3.802
H 4.924 -1.395 -2.398
H 4.196 -0.454 -5.102
H 4.470 0.969 -4.099
C 4.329 7.114 -2.290
C 4.486 6.359 -0.994
C 4.978 7.008 0.132
C 5.130 6.327 1.331
C 4.778 4.992 1.419
C 4.286 4.325 0.299
N 3.856 2.975 0.378
C 4.347 2.037 1.267
C 5.710 2.029 1.610
C 6.232 1.053 2.430
C 5.419 0.046 2.951
C 4.077 0.051 2.644
C 3.519 1.028 1.808
C 2.044 1.014 1.624
O 1.340 0.304 2.422
O 1.490 1.700 0.713
C 4.152 5.002 -0.921
C 3.647 4.278 -2.144
H 4.491 8.180 -2.135
H 3.332 6.978 -2.716
H 5.052 6.771 -3.036
H 5.242 8.058 0.069
H 5.505 6.845 2.206
H 4.859 4.464 2.362
H 2.893 2.801 0.129
H 6.351 2.799 1.199
H 7.289 1.066 2.666
H 5.833 -0.717 3.598
H 3.416 -0.701 3.054
H 3.719 3.200 -2.009
H 4.228 4.555 -3.026
H 2.601 4.532 -2.351
C -1.497 4.266 8.376
C -1.294 3.678 7.004
C -0.275 2.762 6.756
C -0.068 2.221 5.495
C 1.071 1.259 5.267
C -0.920 2.618 4.451
Te -0.573 1.923 2.491
C -1.953 3.534 4.670
C -2.897 3.978 3.572
C -2.121 4.045 5.950
H -0.790 3.850 9.092
H -2.508 4.070 8.735
H -1.365 5.349 8.353
H 0.385 2.472 7.567
H 1.524 0.959 6.211
H 1.853 1.719 4.654
H 0.742 0.360 4.740
H -2.602 3.603 2.588
H -2.935 5.066 3.515
H -3.910 3.621 3.769
H -2.921 4.762 6.122

E: -3068.797176 a.u.
HOMO energy (alpha / beta): -9.41 / -9.39 eV
energy relative to the best compared isomer or geometry (same formula, charge and spin): 136.6 kJ/mol
net charge: +1

Here are the Löwdin charges for atoms 1 to 5, given in e:
1. Au 0.750
2. N 0.072
3. C -0.320
4. C -0.037
5. C -0.072